Record 1
C30H74F9N7NbO2P2S | ωB97M-V with the def2-TZVPD basis set

Summary:
HOMO-LUMO gap ... 4.117 eV
Total charge ... -1
E ... -102232.1492 eV
Highest occupied orbital energy ... -4.233 eV
LUMO level ... -0.0043 Ha

Last column: Löwdin charge in e.
Cartesian coordinates (Å):
C (-2.537, 1.000, -1.552)  -0.15
C (-0.948, 0.484, -1.526)  -0.24
C (-0.042, 1.771, -1.992)  -0.24
C (1.356, 1.973, -1.158)  -0.33
N (1.384, 3.169, -0.232)  -0.24
Nb (1.714, 5.029, -1.260)  1.61
C (1.971, 6.949, -2.534)  -0.37
C (1.355, 6.745, -4.039)  -0.20
C (-0.110, 7.521, -4.268)  -0.21
F (0.254, 8.888, -4.746)  -0.02
F (-0.735, 7.534, -2.892)  -0.02
C (-0.928, 6.611, -5.354)  -0.21
F (-1.350, 5.324, -4.685)  0.00
F (-0.024, 6.172, -6.482)  0.00
S (-2.410, 7.423, -6.147)  1.09
F (-2.422, 6.231, -7.425)  -0.22
F (-1.479, 8.512, -7.088)  -0.19
F (-2.659, 8.535, -4.869)  -0.18
F (-3.406, 6.299, -5.251)  -0.22
F (-3.821, 8.093, -6.905)  -0.20
C (3.671, 4.292, -2.195)  -0.52
C (4.544, 3.308, -1.169)  -0.20
C (3.490, 3.662, -3.698)  -0.27
C (4.724, 4.260, -4.618)  -0.28
C (4.825, 3.604, -6.119)  -0.17
C (-0.103, 5.908, -0.144)  -0.49
C (-1.405, 5.045, -0.640)  -0.22
C (0.195, 5.865, 1.465)  -0.30
C (-0.889, 5.023, 2.359)  -0.27
C (-0.457, 3.419, 2.437)  -0.16
H (-3.259, 0.087, -1.792)  0.05
H (-2.777, 1.511, -0.522)  0.07
H (-2.729, 1.785, -2.429)  0.08
H (-0.630, 0.060, -0.481)  0.10
H (-0.886, -0.331, -2.391)  0.10
H (0.272, 1.562, -3.125)  0.11
H (-0.728, 2.720, -2.024)  0.05
H (2.243, 1.911, -1.919)  0.06
H (1.464, 1.012, -0.458)  0.11
H (2.082, 3.006, 0.528)  0.02
H (2.743, 5.721, 0.107)  -0.10
H (0.690, 4.390, -2.616)  -0.07
H (3.151, 7.057, -2.670)  0.04
H (1.625, 7.919, -1.978)  0.05
H (1.246, 5.617, -4.331)  0.06
H (2.082, 7.228, -4.852)  0.12
H (4.351, 5.264, -2.324)  0.06
H (4.427, 2.175, -1.522)  0.07
H (5.674, 3.643, -1.146)  0.06
H (4.140, 3.465, -0.061)  0.03
H (3.679, 2.492, -3.622)  0.10
H (2.427, 3.791, -4.170)  0.07
H (5.725, 3.942, -4.050)  0.11
H (4.749, 5.434, -4.674)  0.10
H (4.382, 4.383, -6.902)  0.07
H (5.988, 3.512, -6.361)  0.07
H (4.355, 2.534, -6.209)  0.07
H (-0.292, 7.054, -0.417)  0.07
H (-1.399, 4.891, -1.824)  0.04
H (-1.388, 3.950, -0.189)  0.04
H (-2.437, 5.519, -0.311)  0.07
H (1.278, 5.454, 1.736)  0.05
H (0.175, 6.982, 1.873)  0.10
H (-0.775, 5.420, 3.479)  0.10
H (-2.012, 5.193, 2.077)  0.09
H (-0.641, 3.018, 3.547)  0.07
H (0.730, 3.420, 2.316)  0.06
H (-0.976, 2.755, 1.623)  0.06
O (-2.740, -1.866, 0.442)  -0.29
P (-4.013, -2.554, 0.993)  0.75
N (-3.208, -3.093, 2.365)  -0.35
C (-2.581, -4.355, 2.668)  -0.12
C (-3.022, -2.132, 3.445)  -0.11
N (-4.085, -3.675, -0.312)  -0.30
C (-4.006, -5.127, -0.253)  -0.14
C (-3.395, -3.273, -1.554)  -0.15
N (-5.477, -3.345, 1.626)  -0.30
C (-6.458, -2.295, 1.938)  -0.16
C (-5.627, -4.401, 2.618)  -0.14
H (-3.035, -4.799, 3.565)  0.08
H (-1.509, -4.246, 2.866)  0.07
H (-2.680, -5.096, 1.883)  0.05
H (-3.948, -2.019, 4.018)  0.07
H (-2.746, -1.143, 3.050)  0.08
H (-2.232, -2.422, 4.146)  0.09
H (-2.993, -5.477, -0.063)  0.07
H (-4.315, -5.571, -1.211)  0.08
H (-4.692, -5.571, 0.464)  0.06
H (-2.315, -3.406, -1.468)  0.08
H (-3.609, -2.226, -1.802)  0.06
H (-3.734, -3.854, -2.421)  0.08
H (-6.176, -1.747, 2.839)  0.07
H (-7.467, -2.706, 2.073)  0.08
H (-6.517, -1.585, 1.109)  0.08
H (-5.416, -4.055, 3.636)  0.08
H (-5.015, -5.281, 2.419)  0.06
H (-6.659, -4.774, 2.608)  0.09
O (0.155, -6.364, 4.545)  -0.31
P (1.698, -6.463, 4.475)  0.74
N (1.707, -6.178, 2.820)  -0.35
C (1.751, -7.082, 1.697)  -0.13
C (1.580, -4.793, 2.384)  -0.11
N (1.706, -8.120, 4.941)  -0.30
C (2.201, -9.262, 4.187)  -0.14
C (0.518, -8.595, 5.678)  -0.15
N (3.473, -6.578, 4.394)  -0.30
C (4.032, -5.448, 5.152)  -0.16
C (4.353, -6.832, 3.262)  -0.13
H (2.629, -6.867, 1.071)  0.08
H (0.865, -6.990, 1.058)  0.08
H (1.828, -8.127, 1.975)  0.05
H (2.536, -4.271, 2.492)  0.07
H (0.832, -4.257, 2.988)  0.06
H (1.266, -4.698, 1.339)  0.09
H (1.534, -9.539, 3.372)  0.07
H (2.284, -10.148, 4.835)  0.08
H (3.211, -9.129, 3.810)  0.06
H (-0.325, -8.763, 5.005)  0.08
H (0.220, -7.875, 6.451)  0.07
H (0.711, -9.534, 6.212)  0.08
H (3.913, -4.510, 4.607)  0.07
H (5.097, -5.596, 5.377)  0.08
H (3.519, -5.356, 6.113)  0.07
H (4.411, -5.981, 2.575)  0.09
H (4.086, -7.720, 2.689)  0.06
H (5.371, -7.031, 3.621)  0.09

---

Record 2
C30H75Ca3N5O14S | ωB97M-V with the def2-TZVPD basis set

Summary:
HOMO-LUMO gap ... 4.683 eV
Total charge ... +4
E ... -134562.9423 eV
Highest occupied orbital energy ... -14.910 eV
LUMO level ... -0.3758 Ha

Last column: Löwdin charge in e.
Cartesian coordinates (Å):
Ca (-17.148, 7.757, 11.655)  1.68
Ca (-12.759, 10.066, 15.620)  1.56
Ca (-13.452, 4.782, 14.363)  1.62
S (-14.665, 7.429, 14.122)  0.31
O (-14.779, 6.473, 15.223)  -0.43
O (-13.820, 6.633, 13.171)  -0.51
O (-15.960, 7.734, 13.466)  -0.49
O (-13.935, 8.627, 14.522)  -0.45
C (-6.943, 9.942, 12.266)  -0.07
O (-8.233, 9.925, 12.862)  -0.22
C (-8.268, 9.420, 14.185)  -0.20
C (-9.554, 9.905, 14.833)  -0.16
N (-10.767, 9.156, 14.400)  -0.14
C (-11.107, 9.267, 12.965)  -0.19
C (-11.492, 10.689, 12.627)  -0.18
O (-12.587, 11.031, 13.484)  -0.34
C (-13.193, 12.251, 13.058)  -0.06
H (-6.158, 10.312, 12.930)  0.10
H (-7.018, 10.585, 11.392)  0.10
H (-6.654, 8.941, 11.930)  0.10
H (-7.397, 9.795, 14.736)  0.14
H (-8.141, 8.328, 14.169)  0.14
H (-9.712, 10.967, 14.662)  0.13
H (-9.403, 9.731, 15.903)  0.12
H (-10.583, 8.160, 14.490)  0.11
H (-11.918, 8.577, 12.713)  0.10
H (-10.278, 8.940, 12.331)  0.13
H (-11.796, 10.761, 11.579)  0.14
H (-10.596, 11.305, 12.744)  0.14
H (-13.917, 12.617, 13.784)  0.10
H (-13.626, 12.169, 12.059)  0.08
H (-12.440, 13.040, 12.957)  0.12
C (-17.359, 2.659, 18.766)  -0.06
O (-16.024, 3.032, 18.496)  -0.19
C (-15.875, 4.123, 17.623)  -0.22
C (-14.415, 4.554, 17.695)  -0.16
N (-13.467, 4.013, 16.660)  -0.16
C (-13.677, 2.542, 16.543)  -0.18
C (-12.635, 1.922, 15.642)  -0.18
O (-12.810, 2.440, 14.298)  -0.35
C (-11.898, 1.776, 13.391)  -0.04
H (-17.958, 3.476, 19.173)  0.08
H (-17.328, 1.839, 19.480)  0.10
H (-17.866, 2.245, 17.887)  0.10
H (-16.483, 4.942, 18.021)  0.11
H (-16.205, 3.859, 16.611)  0.13
H (-14.024, 4.256, 18.672)  0.14
H (-14.371, 5.646, 17.683)  0.09
H (-12.603, 4.056, 17.200)  0.12
H (-14.670, 2.291, 16.169)  0.13
H (-13.554, 2.106, 17.539)  0.15
H (-12.810, 0.846, 15.598)  0.15
H (-11.635, 2.159, 16.016)  0.14
H (-12.091, 2.214, 12.414)  0.08
H (-12.103, 0.706, 13.395)  0.11
H (-10.854, 1.905, 13.683)  0.11
C (-16.411, 10.882, 11.901)  -0.05
O (-16.187, 9.708, 11.132)  -0.35
C (-14.810, 9.442, 10.835)  -0.19
C (-14.560, 8.144, 10.069)  -0.15
N (-15.093, 6.904, 10.724)  -0.17
C (-15.113, 5.722, 9.813)  -0.16
C (-13.751, 5.297, 9.336)  -0.23
O (-12.977, 4.794, 10.406)  -0.21
C (-11.637, 4.485, 10.015)  -0.07
H (-16.019, 10.795, 12.924)  0.08
H (-17.462, 11.110, 12.081)  0.12
H (-15.904, 11.721, 11.430)  0.11
H (-14.265, 9.347, 11.788)  0.11
H (-14.312, 10.293, 10.366)  0.15
H (-13.487, 8.017, 9.931)  0.14
H (-15.029, 8.318, 9.095)  0.15
H (-14.353, 6.664, 11.379)  0.05
H (-15.791, 5.864, 8.969)  0.14
H (-15.556, 4.945, 10.447)  0.13
H (-13.256, 6.122, 8.801)  0.13
H (-13.812, 4.540, 8.544)  0.15
H (-11.175, 4.124, 10.934)  0.08
H (-11.112, 5.396, 9.716)  0.10
H (-11.549, 3.734, 9.230)  0.11
C (-11.225, 7.823, 17.802)  -0.07
O (-12.443, 8.263, 17.194)  -0.34
C (-13.455, 8.533, 18.218)  -0.15
C (-14.775, 8.960, 17.579)  -0.17
N (-14.766, 10.277, 16.873)  -0.16
C (-15.955, 10.452, 16.036)  -0.19
C (-17.208, 10.699, 16.858)  -0.22
O (-16.869, 11.719, 17.776)  -0.20
C (-17.986, 12.290, 18.460)  -0.05
H (-10.776, 8.612, 18.413)  0.11
H (-10.534, 7.563, 17.004)  0.09
H (-11.387, 6.983, 18.481)  0.10
H (-13.029, 9.312, 18.860)  0.14
H (-13.528, 7.621, 18.810)  0.13
H (-15.527, 9.025, 18.372)  0.14
H (-15.120, 8.173, 16.912)  0.08
H (-14.722, 10.992, 17.599)  0.13
H (-16.073, 9.602, 15.373)  0.09
H (-15.843, 11.353, 15.421)  0.12
H (-17.495, 9.844, 17.479)  0.11
H (-18.021, 10.978, 16.180)  0.14
H (-18.279, 11.683, 19.320)  0.10
H (-18.823, 12.479, 17.789)  0.10
H (-17.620, 13.238, 18.851)  0.10
C (-24.397, 6.039, 16.659)  -0.09
O (-23.191, 6.588, 17.159)  -0.21
C (-23.150, 6.784, 18.547)  -0.23
C (-21.728, 7.165, 18.940)  -0.18
N (-20.880, 5.967, 19.104)  -0.05
C (-19.557, 6.274, 19.604)  -0.20
C (-18.660, 7.031, 18.625)  -0.24
O (-18.622, 6.313, 17.407)  -0.18
C (-17.847, 6.959, 16.442)  -0.13
H (-24.435, 6.149, 15.578)  0.08
H (-25.259, 6.515, 17.130)  0.09
H (-24.392, 4.962, 16.863)  0.09
H (-23.479, 5.896, 19.093)  0.13
H (-23.765, 7.650, 18.823)  0.13
H (-21.729, 7.799, 19.821)  0.13
H (-21.325, 7.681, 18.057)  0.11
H (-20.749, 5.533, 18.198)  0.10
H (-19.018, 5.342, 19.803)  0.10
H (-19.593, 6.810, 20.553)  0.13
H (-17.656, 7.112, 19.079)  0.12
H (-18.934, 8.085, 18.480)  0.11
H (-18.256, 7.941, 16.181)  0.09
H (-17.733, 6.329, 15.559)  0.08
H (-16.823, 7.053, 16.832)  0.05

---

- Among the records above, which one has the lowest LUMO level?
  C30H75Ca3N5O14S